Entry 1:
76
Properties=species:S:1:pos:R:3 method="wB97M-V/def2-TZVPD" relative_energy_kcal_mol=0.0 orbital_gap_ev=7.074 e_lumo_ha=-0.16102 fmax_ev_per_a=0.95 spin_multiplicity=1 charge=+1 total_energy_ev=-58948.7353
C -0.54518 -2.60743 4.20815
O -1.45194 -1.53141 4.03639
C -2.54446 -1.83063 3.21562
C -2.16641 -2.34734 1.84349
C -2.80423 -3.46067 1.30190
C -3.87145 -4.21295 2.04793
O -3.65380 -5.32892 2.41546
O -5.01133 -3.57616 2.27806
B -5.54006 -2.57760 1.40930
C -6.39475 -3.01525 0.17412
O -5.28740 -1.28830 1.75395
C -2.46680 -3.93653 0.03286
N -3.06823 -5.04698 -0.61766
C -1.46151 -3.28707 -0.64773
N -0.83796 -2.22625 -0.12351
C 0.24604 -1.60179 -0.94201
C 1.23516 -2.63281 -1.40986
C 1.79157 -3.52652 -0.50411
C 2.68665 -4.48904 -0.93357
C 3.03434 -4.57829 -2.27776
C 3.98396 -5.63511 -2.76617
C 2.48474 -3.66714 -3.17290
C 1.58580 -2.70370 -2.75181
C -1.18421 -1.74410 1.08569
C -0.44056 -0.51267 1.54837
O 0.58515 -0.56454 2.15049
N -1.03891 0.67970 1.07843
C -2.19748 1.10185 1.79101
O -3.31417 1.00451 1.40810
F -1.88038 1.62326 2.98100
H 0.18126 -2.66965 3.39696
H -0.00977 -2.43749 5.13497
H -1.07792 -3.55883 4.28740
H -3.15585 -0.93514 3.11901
H -3.17036 -2.56981 3.71886
H -7.32178 -2.44495 0.17697
H -6.61474 -4.07795 0.19345
H -5.89064 -2.76103 -0.76137
H -5.08665 -0.72785 0.99652
H -2.77228 -5.90290 -0.15487
H -4.07672 -5.02712 -0.50044
H -1.17340 -3.63752 -1.62620
H 0.76770 -0.87729 -0.32930
H -0.22742 -1.09933 -1.77969
H 1.52816 -3.46354 0.54460
H 3.10423 -5.18531 -0.22171
H 4.51020 -6.08537 -1.93095
H 3.46074 -6.40163 -3.33233
H 4.72062 -5.19175 -3.43197
H 2.74069 -3.71969 -4.22122
H 1.14930 -1.99945 -3.44599
H -0.33229 1.41659 1.05999
C 1.81604 3.09730 1.44602
C 0.58246 3.74297 1.48868
C 0.35399 4.87263 0.72154
C 1.36808 5.37019 -0.08623
C 2.61057 4.73680 -0.11612
C 2.82934 3.59504 0.64432
C 3.73039 5.27686 -0.94816
O 4.80199 4.71280 -0.97551
C 3.48017 6.51945 -1.72744
C 4.51868 7.07050 -2.46706
C 4.30334 8.21943 -3.20868
C 3.04866 8.81899 -3.22148
C 2.01017 8.27699 -2.48363
C 2.22272 7.13089 -1.72846
C 1.10011 6.58209 -0.92036
O 0.00122 7.09137 -0.92772
H 1.98792 2.21081 2.04588
H -0.20378 3.36553 2.13261
H -0.60188 5.37769 0.74396
H 3.79535 3.11101 0.60570
H 5.48963 6.59568 -2.45341
H 5.11418 8.65043 -3.78016
H 2.88293 9.71352 -3.80643
H 1.03248 8.73797 -2.48372

=====

Entry 2:
76
Properties=species:S:1:pos:R:3 method="wB97M-V/def2-TZVPD" relative_energy_kcal_mol=0.0 orbital_gap_ev="7.086 / 7.366" e_lumo_ha="0.07049 / 0.08048" fmax_ev_per_a=0.54 spin_multiplicity=5 charge=-1 total_energy_ev=-100173.2589
Mn -0.59037 -0.98086 -0.19633
N -3.09631 0.41330 3.35768
C -2.07456 0.02495 2.51312
S -2.12353 0.62670 0.88440
N -1.11394 -0.66407 3.03544
N -0.15253 -1.03571 2.12776
C 1.03660 -0.65945 2.36854
C 2.09707 -1.01693 1.41030
C 3.40021 -0.58037 1.57943
C 4.34141 -0.91326 0.62001
C 3.95246 -1.67763 -0.46128
C 2.61763 -2.06031 -0.55620
N 1.70681 -1.72657 0.34852
H -3.96210 0.59780 2.87757
H -3.18659 -0.17013 4.17611
H 1.28956 -0.02472 3.21645
H 3.66195 0.01007 2.44794
H 5.36615 -0.57735 0.71674
H 4.65308 -1.95767 -1.23509
H 2.25407 -2.63396 -1.39737
O -2.02020 -2.46575 -0.36900
N -2.35069 -3.13137 -1.42062
C -1.50914 -4.02779 -1.85577
C -1.86631 -4.76680 -3.03047
N -2.12029 -5.37345 -3.97460
C -0.26455 -4.35919 -1.22208
N 0.72095 -4.69423 -0.73291
C -1.44022 9.07689 -4.49402
C -1.20318 7.75594 -3.81151
C -2.22073 6.81695 -3.70001
C -2.01753 5.58029 -3.10011
C -3.17651 4.62304 -3.02039
C -0.74376 5.25858 -2.59748
Te -0.42514 3.33115 -1.70165
N 0.46045 0.49476 -1.05716
C 0.69115 -0.26468 -2.07585
O 0.08981 -1.42460 -2.10418
C 1.64139 0.09383 -3.16235
C 2.54333 1.13945 -2.99704
C 3.43209 1.45098 -4.01352
C 3.42202 0.72061 -5.19593
C 2.52299 -0.32463 -5.35931
C 1.63529 -0.64115 -4.34111
C -0.71803 2.36336 -3.56799
C 0.07902 2.78276 -4.63255
C -0.03586 2.20225 -5.88310
C -0.95476 1.18081 -6.07906
C -1.74826 0.76410 -5.02581
C -1.65360 1.34083 -3.75692
C -2.55301 0.82279 -2.67120
C 0.29075 6.19684 -2.69499
C 1.69167 5.96735 -2.18094
C 0.03981 7.42958 -3.29899
H -2.49256 9.35784 -4.45061
H -1.15388 9.02514 -5.54708
H -0.85303 9.87096 -4.03167
H -3.20603 7.05612 -4.08760
H -4.09885 5.11335 -3.33301
H -3.30133 4.25078 -2.00271
H -3.01498 3.75322 -3.66006
H 2.53131 1.70197 -2.07158
H 4.13265 2.26717 -3.88527
H 4.11615 0.96744 -5.99010
H 2.50985 -0.89174 -6.28168
H 0.92286 -1.45011 -4.44070
H 0.80565 3.57043 -4.47498
H 0.60037 2.53379 -6.69434
H -1.04849 0.70459 -7.04736
H -2.46381 -0.03639 -5.17624
H -3.52040 0.52963 -3.08017
H -2.70984 1.55905 -1.88295
H -2.12426 -0.07109 -2.21239
H 1.83450 4.95216 -1.81952
H 1.91345 6.65697 -1.36351
H 2.42121 6.15484 -2.97200
H 0.85035 8.14948 -3.36794